# 1
A 2-piece molecular cluster, C22H39Br2F8O2P overall in a non-equilibrium geometry, computed with wB97M-V/def2-TZVPD.

Geometry (Å):
C: 5.471 -2.458 1.556
C: 5.248 -2.860 0.099
C: 4.048 -2.165 -0.554
C: 4.065 -0.637 -0.368
C: 3.057 0.031 -1.337
C: 1.990 0.861 -0.574
C: 0.564 0.348 -0.827
C: -0.462 1.341 -0.203
C: -1.428 1.891 -1.261
C: -2.444 0.789 -1.616
C: -3.722 0.894 -0.767
C: -4.331 -0.490 -0.458
P: -6.172 -0.556 -0.712
C: -6.521 -2.259 -1.399
C: -7.394 -3.206 -0.545
C: -8.891 -3.270 -0.881
F: -9.641 -3.264 0.214
Br: -9.246 -5.009 -1.757
C: -9.426 -2.182 -1.851
F: -9.094 -2.407 -3.090
F: -9.077 -0.973 -1.499
Br: -11.405 -2.212 -1.830
C: -6.904 -0.381 1.011
F: -6.096 -0.952 1.945
F: -8.146 -0.841 1.132
C: -6.965 1.124 1.401
F: -5.780 1.677 1.451
F: -7.765 1.759 0.586
F: -7.474 1.200 2.622
H: 6.302 -3.042 1.944
H: 5.697 -1.399 1.666
H: 4.590 -2.669 2.162
H: 6.133 -2.677 -0.510
H: 5.055 -3.934 0.097
H: 4.028 -2.398 -1.619
H: 3.140 -2.550 -0.084
H: 5.079 -0.271 -0.528
H: 3.825 -0.454 0.677
H: 3.601 0.698 -1.998
H: 2.542 -0.752 -1.887
H: 2.006 1.901 -0.900
H: 2.153 0.818 0.501
H: 0.377 0.296 -1.899
H: 0.432 -0.631 -0.370
H: -1.032 0.807 0.556
H: 0.088 2.178 0.226
H: -1.945 2.774 -0.889
H: -0.859 2.159 -2.152
H: -2.005 -0.180 -1.387
H: -2.737 0.823 -2.666
H: -3.462 1.345 0.192
H: -4.470 1.548 -1.210
H: -3.923 -1.193 -1.188
H: -4.034 -0.884 0.512
H: -5.552 -2.743 -1.495
H: -6.876 -2.117 -2.414
H: -7.000 -4.205 -0.678
H: -7.301 -3.015 0.520
C: 5.664 3.414 1.384
O: 6.205 2.109 1.260
C: 7.258 2.037 0.310
C: 8.617 2.031 0.979
O: 8.886 3.261 1.634
C: 8.669 3.205 3.034
H: 5.065 3.442 2.294
H: 6.447 4.172 1.458
H: 5.018 3.639 0.529
H: 7.185 2.857 -0.411
H: 7.133 1.096 -0.237
H: 9.385 1.904 0.209
H: 8.699 1.193 1.678
H: 9.497 2.681 3.524
H: 7.728 2.708 3.279
H: 8.631 4.228 3.407

Summary:
LUMO energy in eV: 0.55
Total charge: 0

# 2
A 3-piece molecular cluster, C22H39BrF3O6S overall in a non-equilibrium geometry, computed with wB97M-V/def2-TZVPD.

Geometry (Å):
O: -1.885 -6.357 1.537
C: -0.814 -6.186 1.059
Br: 0.731 -7.337 1.525
C: -0.487 -5.096 0.031
C: -0.768 -3.672 0.545
C: -1.199 -2.838 -0.697
C: -1.254 -1.315 -0.461
O: -1.486 -1.014 0.922
S: -0.072 -1.326 1.721
O: 0.903 -0.367 1.248
O: -0.345 -1.087 3.096
C: 0.418 -3.052 1.341
C: 1.758 -3.126 0.618
C: 2.946 -2.493 1.405
C: 4.160 -3.377 1.226
F: 4.055 -4.582 1.763
F: 5.259 -2.799 1.757
F: 4.424 -3.548 -0.093
C: 0.406 -3.819 2.723
O: 1.471 -4.321 3.137
O: -0.681 -3.927 3.285
H: -1.203 -5.280 -0.783
H: 0.502 -5.240 -0.403
H: -1.652 -3.742 1.182
H: -0.585 -3.098 -1.568
H: -2.226 -3.158 -0.915
H: -0.349 -0.856 -0.873
H: -2.089 -0.908 -1.037
H: 1.706 -2.641 -0.363
H: 1.990 -4.188 0.512
H: 3.189 -1.542 0.925
H: 2.691 -2.350 2.453
C: 2.052 -0.495 -3.752
C: 2.908 0.089 -2.632
C: 2.134 1.026 -1.707
C: 1.567 2.277 -2.379
C: 2.599 3.164 -3.075
C: 3.640 3.742 -2.121
H: 1.667 0.282 -4.414
H: 2.641 -1.183 -4.362
H: 1.204 -1.051 -3.344
H: 3.775 0.602 -3.061
H: 3.307 -0.734 -2.033
H: 2.785 1.321 -0.879
H: 1.311 0.472 -1.251
H: 1.045 2.868 -1.622
H: 0.804 1.986 -3.108
H: 2.072 3.992 -3.558
H: 3.100 2.612 -3.875
H: 3.163 4.334 -1.337
H: 4.331 4.393 -2.660
H: 4.231 2.957 -1.646
C: -4.611 5.393 2.529
C: -4.588 4.747 1.147
C: -4.602 3.220 1.192
C: -3.395 2.579 1.880
C: -2.038 2.948 1.283
C: -1.873 2.499 -0.164
H: -3.727 5.129 3.112
H: -4.634 6.481 2.441
H: -5.496 5.083 3.089
H: -3.718 5.104 0.589
H: -5.468 5.085 0.590
H: -4.684 2.839 0.170
H: -5.510 2.889 1.708
H: -3.512 1.492 1.844
H: -3.396 2.844 2.941
H: -1.258 2.475 1.885
H: -1.869 4.028 1.355
H: -1.991 1.417 -0.243
H: -0.878 2.755 -0.527
H: -2.599 2.981 -0.824

Summary:
LUMO energy in eV: 2.43
Total charge: -1

# 3
C22H39CrN7OSSe2 as an isolated structure, computed with wB97M-V/def2-TZVPD.

Geometry (Å):
Cr: -0.089 1.222 -0.383
C: -2.288 4.752 3.201
N: -1.110 4.081 2.629
C: 0.194 4.312 3.257
C: -1.189 3.281 1.572
N: -0.172 2.584 1.103
N: -2.425 3.229 0.949
C: -2.862 2.366 -0.027
N: -4.155 2.474 -0.336
N: -2.054 1.520 -0.609
H: -2.020 5.143 4.176
H: -3.103 4.045 3.355
H: -2.611 5.591 2.581
H: 0.097 5.120 3.974
H: 0.931 4.615 2.512
H: 0.538 3.425 3.793
H: 0.622 2.646 1.727
H: -3.094 3.917 1.258
H: -4.791 3.062 0.178
H: -4.557 1.918 -1.074
H: -2.538 0.922 -1.270
C: 4.697 -2.172 0.383
Se: 2.934 -1.440 0.000
C: 2.535 -0.705 1.773
C: 1.205 -1.153 2.342
Se: -0.427 -0.646 1.359
C: -0.726 -2.258 0.320
H: 5.370 -1.381 0.699
H: 5.057 -2.607 -0.546
H: 4.615 -2.947 1.140
H: 2.603 0.383 1.752
H: 3.326 -1.057 2.435
H: 1.048 -0.733 3.336
H: 1.139 -2.237 2.422
H: -0.845 -3.078 1.023
H: 0.110 -2.428 -0.349
H: -1.659 -2.117 -0.223
O: -0.019 -0.122 -1.828
S: -0.896 -0.349 -3.092
C: -0.678 -2.088 -3.573
C: 0.688 -2.543 -3.964
C: 1.132 -2.392 -5.276
C: 2.414 -2.785 -5.626
C: 3.252 -3.345 -4.671
C: 2.801 -3.531 -3.370
C: 1.521 -3.132 -3.017
C: -0.151 0.603 -4.433
C: 1.284 1.074 -4.323
C: 1.552 2.316 -4.910
C: 2.832 2.852 -4.884
C: 3.861 2.160 -4.257
C: 3.603 0.929 -3.673
C: 2.323 0.381 -3.705
H: -1.403 -2.172 -4.390
H: -1.087 -2.634 -2.721
H: 0.468 -1.997 -6.037
H: 2.752 -2.677 -6.648
H: 4.246 -3.670 -4.950
H: 3.436 -4.020 -2.642
H: 1.163 -3.301 -2.008
H: -0.799 1.480 -4.499
H: -0.339 0.018 -5.339
H: 0.757 2.862 -5.405
H: 3.025 3.804 -5.360
H: 4.862 2.572 -4.245
H: 4.403 0.368 -3.205
H: 2.164 -0.592 -3.262
N: 1.109 2.469 -1.551
N: 1.901 1.608 -0.726
H: 1.246 3.448 -1.323
H: 1.306 2.288 -2.542
H: 2.562 2.117 -0.148
H: 2.405 0.914 -1.290

Summary:
LUMO energy (alpha / beta) in eV: -8.70 / -8.37
Spin multiplicity: 4
Total charge: +3
Expectation value of S²: 3.789

# 4
C22H39F5MnN2O3PSe2Te as an isolated structure in a non-equilibrium geometry, computed with wB97M-V/def2-TZVPD.

Geometry (Å):
Mn: -2.674 -1.374 -0.675
O: -3.576 1.599 2.998
C: -3.910 0.541 3.862
C: -3.279 -0.832 3.554
C: -3.295 -1.573 4.906
O: -2.823 -2.909 4.861
C: -4.096 -1.649 2.557
Se: -4.534 -0.778 0.858
C: -1.829 -0.728 3.081
Se: -1.565 -0.160 1.234
H: -3.873 1.360 2.108
H: -5.000 0.404 3.927
H: -3.568 0.865 4.850
H: -4.314 -1.539 5.315
H: -2.639 -1.053 5.607
H: -3.414 -3.427 4.306
H: -5.062 -1.904 3.003
H: -3.581 -2.579 2.313
H: -1.355 -1.702 3.199
H: -1.288 0.005 3.682
C: -1.225 1.102 -5.118
N: -0.592 0.349 -4.035
C: 0.239 -0.788 -4.436
C: -1.196 0.277 -2.871
N: -1.695 0.267 -1.827
H: -1.856 0.444 -5.716
H: -0.434 1.547 -5.722
H: -1.850 1.882 -4.693
H: -0.356 -1.525 -4.982
H: 0.667 -1.253 -3.552
H: 1.041 -0.421 -5.079
C: 2.006 2.851 -1.821
C: 2.875 1.660 -1.388
C: 3.285 0.908 -2.657
C: 4.119 2.204 -0.687
P: 1.727 0.572 -0.349
C: 1.713 1.560 1.205
C: 0.679 2.494 1.300
C: 0.532 3.302 2.418
C: 1.411 3.179 3.483
C: 2.438 2.248 3.415
C: 2.588 1.453 2.288
C: 2.588 -1.058 0.043
C: 2.266 -1.993 -1.138
C: 4.101 -1.070 0.274
C: 1.864 -1.665 1.256
H: 2.550 3.442 -2.564
H: 1.775 3.505 -0.979
H: 1.065 2.520 -2.266
H: 3.771 1.607 -3.346
H: 2.417 0.489 -3.169
H: 3.989 0.101 -2.456
H: 4.629 2.912 -1.350
H: 4.830 1.418 -0.435
H: 3.862 2.737 0.230
H: -0.045 2.561 0.497
H: -0.291 4.004 2.465
H: 1.288 3.793 4.367
H: 3.128 2.137 4.243
H: 3.402 0.743 2.263
H: 2.747 -1.679 -2.065
H: 1.187 -2.060 -1.297
H: 2.628 -2.999 -0.903
H: 4.650 -0.780 -0.622
H: 4.411 -2.089 0.527
H: 4.425 -0.419 1.085
H: 0.812 -1.838 1.024
H: 1.922 -1.045 2.150
H: 2.318 -2.634 1.484
F: -4.908 -2.678 -4.155
Te: -3.096 -2.519 -3.705
F: -3.326 -4.426 -3.312
F: -1.311 -2.568 -1.044
F: -3.413 -0.607 -4.232
F: -2.849 -2.778 -5.681
O: -3.825 -1.940 -1.916

Summary:
LUMO energy (alpha / beta) in eV: 2.11 / 0.59
Spin multiplicity: 6
Total charge: -1
Expectation value of S²: 8.823

# 5
C22H39FI2N5O2PSiSn as an isolated structure, computed with wB97M-V/def2-TZVPD.

Geometry (Å):
Sn: 1.278 -1.225 0.545
N: -0.152 -2.755 3.161
N: -1.352 -2.495 2.455
C: -1.615 -1.145 2.085
O: -2.808 -0.895 1.851
O: -0.618 -0.362 1.996
H: -0.002 -3.755 3.170
H: -0.209 -2.424 4.120
H: -2.192 -2.896 2.854
C: 4.154 -2.652 -2.749
Si: 4.164 -1.520 -1.234
C: 5.637 -0.359 -1.308
C: 4.331 -2.613 0.277
N: 2.636 -0.666 -1.083
C: 2.200 0.219 -2.049
C: 2.845 0.522 -3.266
C: 2.313 1.424 -4.173
C: 1.118 2.087 -3.926
C: 0.460 1.846 -2.728
C: 1.022 0.945 -1.858
F: 0.391 0.751 -0.639
H: 5.093 -3.212 -2.800
H: 4.039 -2.115 -3.692
H: 3.343 -3.383 -2.685
H: 6.563 -0.939 -1.259
H: 5.626 0.326 -0.456
H: 5.669 0.239 -2.220
H: 5.278 -3.154 0.178
H: 3.546 -3.369 0.374
H: 4.376 -2.039 1.205
H: 3.784 0.041 -3.499
H: 2.849 1.614 -5.094
H: 0.710 2.787 -4.642
H: -0.465 2.342 -2.462
C: -3.896 -1.039 -1.559
C: -2.666 -1.854 -1.946
C: -2.330 -1.642 -3.419
C: -2.912 -3.338 -1.653
N: -1.569 -1.299 -1.121
N: -0.305 -1.958 -1.274
H: -4.761 -1.368 -2.137
H: -3.720 0.019 -1.762
H: -4.112 -1.144 -0.494
H: -3.172 -1.945 -4.043
H: -1.467 -2.236 -3.730
H: -2.115 -0.589 -3.611
H: -3.834 -3.670 -2.133
H: -3.010 -3.501 -0.576
H: -2.112 -3.977 -2.037
H: -1.856 -1.374 -0.150
H: 0.101 -1.603 -2.136
H: -0.414 -2.968 -1.365
I: 1.789 1.842 2.015
I: 4.489 1.006 2.416
C: -0.520 4.407 1.121
P: -0.764 2.683 1.677
C: -2.113 2.066 0.622
C: -1.513 2.839 3.320
C: -2.510 3.779 3.573
C: -3.094 3.863 4.827
C: -2.687 3.002 5.838
C: -1.704 2.057 5.589
C: -1.119 1.971 4.334
H: -1.457 4.964 1.076
H: -0.077 4.383 0.124
H: 0.171 4.913 1.793
H: -2.807 2.891 0.439
H: -2.618 1.241 1.126
H: -1.727 1.692 -0.323
H: -2.840 4.452 2.790
H: -3.866 4.598 5.016
H: -3.140 3.068 6.819
H: -1.391 1.380 6.375
H: -0.366 1.219 4.130

Summary:
LUMO energy in eV: -0.13
Total charge: 0

# 6
A 9-piece molecular cluster, C22H39N5O12 overall in a non-equilibrium geometry, computed with wB97M-V/def2-TZVPD.

Geometry (Å):
C: -2.047 3.156 -6.089
O: -1.858 2.709 -4.736
C: -1.584 1.476 -4.532
O: -1.173 0.695 -5.368
O: -1.803 1.150 -3.272
C: -1.907 -0.164 -2.761
H: -1.962 4.231 -6.250
H: -3.057 2.860 -6.373
H: -1.284 2.752 -6.754
H: -2.283 -0.113 -1.739
H: -0.995 -0.757 -2.694
H: -2.517 -0.848 -3.351
C: 1.601 -0.515 4.451
O: 1.475 -1.942 4.317
C: 2.158 -2.732 5.094
O: 3.033 -2.390 5.873
O: 1.882 -4.011 4.698
C: 2.474 -5.104 5.345
H: 2.644 -0.308 4.691
H: 1.026 -0.089 5.273
H: 1.165 0.140 3.696
H: 1.732 -5.774 5.779
H: 3.202 -4.770 6.084
H: 3.141 -5.543 4.604
C: -1.372 3.443 -0.661
O: -1.906 4.570 -1.276
C: -2.143 5.655 -0.457
O: -2.005 5.638 0.746
O: -2.297 6.685 -1.239
C: -2.209 7.994 -0.658
H: -0.762 3.633 0.221
H: -0.834 2.930 -1.459
H: -2.182 2.801 -0.315
H: -2.798 8.680 -1.267
H: -1.178 8.345 -0.604
H: -2.771 8.131 0.266
C: -3.947 -1.144 1.085
O: -4.547 -0.867 -0.193
C: -5.007 -1.834 -0.944
O: -5.251 -2.978 -0.679
O: -5.189 -1.291 -2.189
C: -5.515 -2.133 -3.272
H: -4.686 -1.615 1.733
H: -3.629 -0.214 1.556
H: -3.051 -1.733 0.890
H: -6.551 -2.452 -3.154
H: -4.999 -3.088 -3.372
H: -5.401 -1.550 -4.186
C: 0.974 -6.319 2.558
C: 0.905 -5.058 1.900
N: 0.825 -4.008 1.384
H: 0.294 -6.871 1.910
H: 0.558 -6.086 3.538
H: 1.967 -6.765 2.618
C: 4.462 -3.527 1.821
C: 4.353 -4.976 1.626
N: 4.270 -6.112 1.385
H: 3.766 -3.032 1.144
H: 5.488 -3.317 1.520
H: 4.287 -3.330 2.879
C: 2.134 3.125 -3.949
C: 2.045 2.540 -2.638
N: 1.950 1.955 -1.623
H: 1.925 2.365 -4.702
H: 3.125 3.568 -4.043
H: 1.313 3.818 -4.137
C: 1.008 -0.475 0.501
C: -0.075 0.364 1.133
N: -0.907 0.993 1.686
H: 1.311 -1.354 1.070
H: 1.908 0.103 0.292
H: 0.536 -0.916 -0.377
C: 5.128 2.075 0.662
C: 4.109 1.651 1.635
N: 3.288 1.328 2.434
H: 5.690 1.167 0.441
H: 5.863 2.820 0.968
H: 4.667 2.563 -0.196

Summary:
LUMO energy in eV: 0.27
Total charge: 0

Please write out number 2 again, unchanged.
A 3-piece molecular cluster, C22H39BrF3O6S overall in a non-equilibrium geometry, computed with wB97M-V/def2-TZVPD.

Geometry (Å):
O: -1.885 -6.357 1.537
C: -0.814 -6.186 1.059
Br: 0.731 -7.337 1.525
C: -0.487 -5.096 0.031
C: -0.768 -3.672 0.545
C: -1.199 -2.838 -0.697
C: -1.254 -1.315 -0.461
O: -1.486 -1.014 0.922
S: -0.072 -1.326 1.721
O: 0.903 -0.367 1.248
O: -0.345 -1.087 3.096
C: 0.418 -3.052 1.341
C: 1.758 -3.126 0.618
C: 2.946 -2.493 1.405
C: 4.160 -3.377 1.226
F: 4.055 -4.582 1.763
F: 5.259 -2.799 1.757
F: 4.424 -3.548 -0.093
C: 0.406 -3.819 2.723
O: 1.471 -4.321 3.137
O: -0.681 -3.927 3.285
H: -1.203 -5.280 -0.783
H: 0.502 -5.240 -0.403
H: -1.652 -3.742 1.182
H: -0.585 -3.098 -1.568
H: -2.226 -3.158 -0.915
H: -0.349 -0.856 -0.873
H: -2.089 -0.908 -1.037
H: 1.706 -2.641 -0.363
H: 1.990 -4.188 0.512
H: 3.189 -1.542 0.925
H: 2.691 -2.350 2.453
C: 2.052 -0.495 -3.752
C: 2.908 0.089 -2.632
C: 2.134 1.026 -1.707
C: 1.567 2.277 -2.379
C: 2.599 3.164 -3.075
C: 3.640 3.742 -2.121
H: 1.667 0.282 -4.414
H: 2.641 -1.183 -4.362
H: 1.204 -1.051 -3.344
H: 3.775 0.602 -3.061
H: 3.307 -0.734 -2.033
H: 2.785 1.321 -0.879
H: 1.311 0.472 -1.251
H: 1.045 2.868 -1.622
H: 0.804 1.986 -3.108
H: 2.072 3.992 -3.558
H: 3.100 2.612 -3.875
H: 3.163 4.334 -1.337
H: 4.331 4.393 -2.660
H: 4.231 2.957 -1.646
C: -4.611 5.393 2.529
C: -4.588 4.747 1.147
C: -4.602 3.220 1.192
C: -3.395 2.579 1.880
C: -2.038 2.948 1.283
C: -1.873 2.499 -0.164
H: -3.727 5.129 3.112
H: -4.634 6.481 2.441
H: -5.496 5.083 3.089
H: -3.718 5.104 0.589
H: -5.468 5.085 0.590
H: -4.684 2.839 0.170
H: -5.510 2.889 1.708
H: -3.512 1.492 1.844
H: -3.396 2.844 2.941
H: -1.258 2.475 1.885
H: -1.869 4.028 1.355
H: -1.991 1.417 -0.243
H: -0.878 2.755 -0.527
H: -2.599 2.981 -0.824

Summary:
LUMO energy in eV: 2.43
Total charge: -1

Question: What is the formula in the sixth record?
Answer: C22H39N5O12